1.
The following is a DFT calculation (ωB97M-V/def2-TZVPD) of C26H32CoN3O5S2Si as an isolated structure.

Calculated values
Total charge   -1
Multiplicity   4
E_tot   -4019.32368 Ha
Energy above the lowest of the compared OMol25 structures with the same formula, charge and spin   0.0 kJ/mol
Lowest unoccupied orbital energy (alpha / beta)   0.09271 / 0.09260 hartree
HOMO (alpha / beta)   -4.6 / -4.5 eV
HOMO-LUMO gap (alpha / beta)   0.2609 / 0.2596 hartree

Cartesian coordinates (Å):
C -4.4077 -1.8068 -0.8744
C 1.6738 -5.4413 0.5505
C 1.0456 -6.3650 1.3715
N 1.9515 -1.8391 2.1619
H -3.5480 3.7381 -2.0656
C -0.8978 -2.6269 0.3541
H -0.1315 5.9848 1.0105
H -2.4977 6.5584 1.7635
H 2.2031 2.4387 1.5302
C -3.1812 -1.7248 -0.2330
H 2.6692 -5.6455 0.1695
O 0.2759 -1.6889 -3.0224
C 1.1712 4.3226 1.3679
H 1.5433 -7.2899 1.6400
O 0.6683 0.3328 -2.0802
S -1.8695 1.5994 -0.4839
O -0.0037 -1.8743 -0.4306
C -0.0071 4.9079 0.9019
H -4.0759 6.6231 0.9526
C -4.7297 -2.9274 -1.6306
H -1.8585 -4.6726 -1.2240
C -3.2416 5.9641 1.2209
C -0.2364 -6.0945 1.8420
H 1.5232 -3.5283 -0.4278
H 5.0598 -3.5038 -0.3054
C 4.8678 -2.4966 0.0648
C -0.8772 -4.9120 1.5008
C 1.0347 -4.2497 0.2149
H -1.4230 5.9814 -2.3468
H 1.0828 -1.3051 2.1007
C 1.3108 2.9642 1.2061
H 1.1666 -0.1486 -3.9502
H -0.0577 -2.0062 -1.4296
H -3.6204 5.1975 1.9056
H -5.1145 -0.9902 -0.7801
C -2.2558 -2.7591 -0.3355
S 2.7983 -0.1563 0.2836
O -0.4346 -0.7034 1.7255
H -4.3544 3.5004 -0.5199
H 5.7845 -2.0945 0.5029
N 0.3635 2.2076 0.6504
C 1.9391 -3.0285 2.9917
H 1.9548 4.9093 1.8285
N 3.7831 -2.5462 1.0288
C -2.5772 -3.8697 -1.1118
H 1.6433 -3.9277 2.4407
C -0.7978 2.7576 0.1977
C -0.2412 -3.9680 0.6887
C 2.8472 -1.5919 1.2081
H -2.6641 7.1185 -1.7869
C 0.7043 -0.5115 -3.0201
H -0.7432 -6.8103 2.4790
H 4.5783 -1.8582 -0.7631
H 1.2185 -2.8698 3.7890
H 2.9192 -3.1910 3.4483
C -1.0138 4.1641 0.3058
Co 0.2335 0.2512 -0.0623
H -2.9395 -0.8423 0.3510
H -4.0375 -4.8276 -2.3564
C -1.0737 -1.8163 1.6952
C -3.8064 -3.9558 -1.7547
H -1.0792 7.0657 -0.9912
H -5.6937 -2.9991 -2.1196
H -4.6640 4.9909 -1.4530
C -1.8576 6.4522 -1.4585
O -1.7495 -2.3105 2.5892
Si -2.5105 5.1322 -0.2956
H 3.7218 -3.3639 1.6079
H -1.8693 -4.6963 1.8744
C -3.9010 4.2541 -1.1688

Cartesian forces, eV/Å:
C 0.0 0.0 0.0
C -0.1 0.0 -0.1
C 0.0 0.0 0.0
N 0.3 -0.2 0.0
H -0.1 0.0 0.1
C -0.1 0.0 0.1
H 0.0 -0.1 0.0
H -0.1 -0.1 -0.1
H 0.0 0.0 -0.1
C 0.0 0.1 0.1
H 0.0 0.0 0.0
O 0.2 0.4 0.3
C 0.0 0.1 0.0
H 0.0 0.0 0.0
O 0.1 -0.1 -0.2
S -0.1 0.1 0.0
O 0.0 0.2 -0.6
C 0.0 0.0 0.0
H 0.1 -0.1 0.0
C 0.1 0.0 0.0
H 0.0 0.0 0.0
C -0.1 0.1 0.1
C 0.0 0.1 0.0
H 0.0 0.0 0.1
H 0.0 0.0 0.0
C -0.1 0.1 0.2
C 0.1 0.1 0.0
C -0.1 -0.2 -0.3
H 0.0 0.1 0.1
H 0.0 0.3 0.2
C -0.1 -0.2 0.0
H 0.1 0.1 -0.2
H 0.0 0.1 0.1
H 0.0 0.1 0.0
H 0.0 0.0 0.0
C 0.0 -0.2 0.0
S 0.1 -0.4 0.1
O -0.5 0.1 0.1
H 0.0 0.1 -0.1
H 0.0 0.0 0.0
N -0.1 0.3 -0.3
C 0.0 0.0 0.1
H 0.0 0.0 0.0
N 0.4 0.2 -0.2
C 0.1 0.1 0.0
H 0.1 0.2 0.2
C 0.1 0.1 0.1
C -0.1 -0.1 0.0
C 0.0 -0.1 0.0
H 0.1 -0.1 0.0
C -0.3 -0.2 0.4
H 0.0 0.0 0.0
H -0.1 0.0 -0.1
H 0.0 0.0 0.0
H 0.0 0.0 0.1
C 0.0 -0.3 -0.1
Co 0.1 -0.5 0.0
H 0.0 -0.1 0.0
H 0.0 0.0 0.0
C 0.0 0.0 -0.1
C 0.0 0.0 0.0
H -0.1 -0.1 -0.1
H 0.0 0.0 0.0
H 0.1 -0.1 0.0
C 0.1 0.2 -0.1
O 0.2 0.1 -0.2
Si 0.0 0.1 0.1
H 0.0 -0.1 0.0
H 0.0 0.0 0.0
C 0.0 -0.2 -0.1

Mulliken atomic charge list, values in e, 2 entries: -1.039 -0.505

=====

2.
The following is a DFT calculation (ωB97M-V/def2-TZVPD) of C26H32IrO2PS2 as an isolated structure in a non-equilibrium geometry.

Calculated values
Total charge   +1
Multiplicity   2
E_tot   -2402.18559 Ha
Energy above the lowest of the compared OMol25 structures with the same formula, charge and spin   197.6 kJ/mol
Lowest unoccupied orbital energy (alpha / beta)   -0.14134 / -0.15207 hartree
HOMO (alpha / beta)   -10.9 / -10.9 eV
HOMO-LUMO gap (alpha / beta)   0.2585 / 0.2492 hartree

Cartesian coordinates (Å):
H 3.7242 2.9253 -3.1680
C -3.4471 -0.9852 1.5264
C -1.9235 -2.4400 0.3695
H 1.0409 3.0172 0.3934
C -2.2325 -0.1706 -0.3827
H 4.3410 0.2439 1.6822
H -3.4417 -2.1014 -2.1911
C -2.7620 1.7409 3.9415
H 4.3339 -0.4668 -1.9339
C -1.3837 0.0021 4.8429
C -1.6152 -1.4137 -0.5199
C 4.3741 1.4765 -0.9799
H -2.0115 0.6273 -1.0807
H -3.6255 1.0027 0.7366
H 2.1082 2.1809 -3.2911
H 4.3599 1.8703 0.0381
H -4.1626 -0.8175 2.3205
H 3.5572 1.1713 -3.4972
C 0.5115 1.6097 1.9514
H 0.0526 -2.1545 -4.6871
H 4.8200 -1.4359 1.2859
C 1.8639 1.8044 2.6662
H 1.7801 2.6561 3.3416
C 3.1346 2.0298 -2.9722
H -3.3363 0.4928 5.5885
H 0.5088 -0.2817 3.9120
C -3.2059 -2.4713 -5.5441
H -1.2191 -0.7937 5.5573
C 0.2382 2.8675 1.1176
H -3.8315 -2.6186 -6.4146
O 3.1026 1.7975 -1.5526
C -3.7819 -2.3748 -4.2875
H -4.8552 -2.4476 -4.1734
C -1.8260 -2.3856 -5.6895
S 0.7749 -3.2187 -1.5395
H 5.5141 -0.3372 -0.6199
Ir 1.5879 0.2614 -0.5159
C -1.7829 2.0318 3.0000
C -2.9836 -2.1801 -3.1683
O 3.5185 -0.5788 -0.0667
C -0.4038 0.3035 3.9112
C -3.1442 0.0395 0.6372
C -1.6025 -2.0935 -3.3121
C -2.8367 -2.2215 1.3931
H -3.0689 -3.0219 2.0832
C 4.5269 -0.0219 -0.9574
H 5.1825 1.9692 -1.5232
C -0.5853 1.3263 2.9797
C 4.0036 -0.7156 1.2913
C 0.6605 0.4145 1.0149
H -0.6968 2.7955 0.5627
P -0.5213 -1.8329 -1.8982
H -1.9652 2.8267 2.2909
H 0.1969 3.7388 1.7721
C -2.5684 0.7253 4.8626
H -1.4355 -3.4008 0.2616
S 0.4165 0.0329 -2.4243
H -3.6779 2.3183 3.9528
H 3.1786 -1.0959 1.8842
H 2.6452 2.0186 1.9328
H 0.1165 -0.5104 1.2819
H 2.1616 0.9378 3.2547
C -1.0250 -2.2004 -4.5774
H -1.3767 -2.4681 -6.6702

Cartesian forces, eV/Å:
H 0.0 0.0 0.0
C 0.0 0.0 0.0
C 0.1 0.1 0.1
H 0.0 0.0 0.0
C 0.0 0.0 -0.1
H 0.0 0.0 0.0
H 0.0 0.0 0.0
C 0.0 0.0 0.0
H 0.0 0.0 0.0
C 0.0 0.0 0.0
C -0.1 -0.2 0.0
C -0.1 0.1 -0.1
H 0.0 0.0 0.0
H 0.0 0.0 0.0
H 0.0 0.0 0.0
H 0.0 0.0 0.0
H 0.0 0.0 0.0
H 0.0 0.0 0.0
C -0.1 -0.1 -0.3
H 0.0 0.0 0.0
H 0.0 0.0 0.0
C 0.0 0.1 0.0
H 0.0 0.0 0.0
C 0.0 0.0 0.1
H 0.0 0.0 0.0
H 0.0 0.0 0.0
C 0.0 0.0 0.0
H 0.0 0.0 0.0
C 0.0 0.0 0.0
H 0.0 0.0 0.0
O 0.0 0.1 0.1
C 0.0 0.0 0.0
H 0.0 0.0 0.0
C 0.0 0.0 0.0
S 0.2 -0.1 0.2
H 0.0 0.0 0.1
Ir 0.9 -1.5 -0.9
C 0.1 0.1 0.1
C 0.0 0.0 0.0
O 0.4 0.4 0.4
C -0.1 0.0 0.0
C 0.0 0.0 0.0
C 0.0 0.1 -0.1
C 0.0 0.0 0.0
H 0.0 0.0 0.0
C 0.0 -0.1 0.0
H 0.0 -0.1 -0.1
C 0.0 -0.1 -0.1
C 0.0 -0.2 0.0
C -0.7 0.5 0.6
H 0.0 0.0 0.0
P 0.1 0.5 -0.2
H 0.0 0.0 0.0
H 0.0 0.0 0.0
C 0.0 0.0 0.0
H 0.0 0.0 0.0
S -0.9 0.5 0.3
H 0.0 0.0 0.0
H 0.0 0.0 0.0
H 0.0 0.0 0.0
H 0.1 0.1 0.1
H 0.0 0.0 0.0
C 0.0 -0.1 0.0
H 0.0 0.0 0.0

Mulliken atomic charge list, values in e, 2 entries: 0.313 -0.473

=====

3.
The following is a DFT calculation (ωB97M-V/def2-TZVPD) of C26H32N2O14S as an isolated structure in a non-equilibrium geometry.

Calculated values
Total charge   0
Multiplicity   1
E_tot   -2570.68789 Ha
Energy above the lowest of the compared OMol25 structures with the same formula, charge and spin   47.1 kJ/mol
Lowest unoccupied orbital energy   -0.03901 hartree
HOMO   -9.9 eV
HOMO-LUMO gap   0.3261 hartree

Cartesian coordinates (Å):
O -21.2965 -2.1483 -39.1448
C -26.2276 -2.4112 -31.0631
C -18.1247 -0.5725 -32.3215
H -30.4869 4.7657 -33.6272
H -28.0202 4.2326 -33.5088
O -28.1882 -3.2230 -38.2019
C -23.2432 -0.4506 -35.9102
C -23.9809 -0.1037 -37.0893
O -24.3264 -1.0610 -33.8115
H -28.0757 -3.5307 -35.2997
O -27.3093 -3.1855 -30.4261
O -19.5042 -0.7328 -39.7281
H -23.9136 -1.0068 -37.6959
H -25.2911 -2.5272 -30.5177
C -30.1354 3.7919 -33.9348
H -29.6804 -2.1065 -37.2361
H -18.7473 1.2665 -33.2473
H -25.8379 1.1528 -36.7207
H -29.8639 -5.3277 -36.9429
H -28.7931 0.3682 -35.2035
H -26.6185 -2.3646 -33.2188
H -26.1351 -0.5004 -37.2533
S -20.8533 -0.5817 -38.7322
H -23.5740 0.7640 -37.6086
H -20.3189 -0.4130 -41.4681
C -28.2162 -4.5968 -38.0115
C -21.2354 -2.1200 -40.5731
O -25.5116 -0.3757 -35.3611
H -27.4897 -4.5500 -33.3423
H -17.0911 -0.2961 -32.1738
O -28.8390 -4.6318 -30.9070
H -28.2532 -5.4955 -36.0444
O -17.7836 -3.9260 -31.1240
C -28.1919 2.3600 -34.4950
C -29.1132 1.3380 -34.8525
H -21.0097 0.6314 -33.4798
H -27.1177 2.2660 -34.4347
H -21.2851 -3.1641 -40.8820
C -19.9629 -2.2217 -32.1246
C -31.0324 2.7461 -34.2926
C -20.3687 -0.1347 -33.0691
C -25.4628 0.1306 -36.6718
C -28.8589 -4.9452 -36.7644
O -20.4282 -0.4170 -37.3413
H -26.1796 -5.0940 -32.2985
N -17.5831 -2.7536 -31.2868
H -22.6327 0.4085 -35.6320
N -31.3838 0.4651 -35.1774
H -20.3266 -3.1292 -31.6656
H -22.6918 -1.3688 -36.1124
O -27.6214 -5.4022 -38.7833
H -21.8986 -1.6243 -32.9004
C -28.8487 -3.6401 -36.0604
H -22.1539 -1.6967 -40.9798
H -25.1117 -3.0883 -32.7941
H -26.6728 -1.4164 -31.0796
C -28.7125 -2.5757 -37.0600
C -20.8547 -1.3916 -32.7503
C -19.9909 -1.2664 -40.8747
C -30.4857 1.5539 -34.7755
C -24.3651 -0.6898 -34.9408
H -32.0837 2.9439 -34.1446
C -18.5754 -1.8476 -31.8975
H -19.1513 -1.7965 -41.3242
C -27.8225 -4.0963 -31.2416
O -30.8729 -0.4915 -35.8467
H -29.6730 -3.4927 -35.3627
C -19.0659 0.3179 -32.8409
O -21.7926 0.4223 -39.2938
C -28.7538 3.5646 -33.9352
O -32.5571 0.5129 -34.8574
H -28.1635 -1.7250 -36.6560
C -26.1469 -2.9956 -32.4655
O -16.5511 -2.1804 -30.8918
C -26.9495 -4.3322 -32.4209

Cartesian forces, eV/Å:
O -0.3 2.4 1.4
C -1.6 -0.6 -0.3
C -0.7 -0.9 0.7
H -0.3 -0.1 0.2
H -0.3 0.5 -0.1
O 0.5 -1.1 -0.5
C 0.5 -0.2 1.6
C -1.7 0.8 -3.2
O 1.6 -1.1 2.1
H 0.8 -0.5 -0.4
O 1.4 1.2 0.3
O -1.1 1.4 4.2
H -0.5 0.5 -0.8
H -0.3 0.2 0.2
C 0.4 -1.2 -0.1
H -0.2 -0.3 -0.8
H -0.1 0.2 0.3
H 0.3 0.1 0.2
H 0.1 -0.3 0.1
H 0.2 0.0 0.0
H 0.0 0.4 0.2
H 0.0 0.2 -0.2
S 0.5 1.1 0.3
H -0.1 -0.3 -0.3
H 0.1 -0.3 -0.7
C 4.0 -2.3 -4.1
C -0.7 -0.8 0.0
O -3.7 1.4 -1.8
H -0.1 0.1 0.2
H 0.0 -0.1 0.0
O -0.5 -0.6 -0.6
H -0.2 -1.4 -1.1
O -0.7 -0.5 -0.4
C -2.7 0.6 1.3
C 1.1 0.8 -0.2
H -0.4 -0.2 -0.2
H 0.0 -0.5 -0.3
H 0.8 0.0 0.0
C 2.3 -0.8 1.3
C 1.2 1.1 0.1
C 0.1 1.5 -0.3
C 0.2 -0.6 -1.4
C -0.4 0.1 1.9
O -0.9 -1.0 -3.0
H -0.6 -0.5 0.5
N 1.3 1.7 1.1
H 0.3 -0.5 0.7
N 0.4 -2.3 -1.2
H 0.2 -0.4 -0.2
H 0.4 0.3 0.8
O -2.4 3.4 2.4
H 0.0 -0.2 0.0
C -0.9 1.1 3.3
H 0.1 0.4 0.1
H -0.2 -0.2 0.1
H 0.9 0.2 0.2
C -1.5 1.4 0.2
C 0.7 0.9 0.3
C -0.4 -0.3 -3.0
C 0.0 0.7 0.5
C 2.7 -0.5 2.5
H -0.1 -0.4 -0.4
C -1.9 0.9 -1.4
H -0.3 -0.1 -0.3
C -0.6 -1.1 1.1
O -1.2 2.3 1.6
H -0.7 0.1 -0.5
C 0.1 -1.5 -0.5
O 2.2 -2.8 1.0
C 0.5 -1.8 -1.2
O 1.0 0.1 -0.3
H 0.9 -0.2 -0.6
C -0.1 -0.2 -1.2
O -1.0 -0.7 -0.6
C 1.6 1.1 -0.7

Mulliken atomic charge list, values in e, 2 entries: -0.292 -0.499